No. 1
# C4H7NO2S

An isolated molecule of C4H7NO2S (ωB97M-V/def2-TZVPD, the Open Molecules 2025 dataset).

Positions of all 15 atoms, in Å:
S (0.29340, -2.16751, 0.67216)
O (-1.50834, -0.71325, 1.89355)
O (-0.14936, 1.49684, 1.87068)
N (1.10329, 0.94244, 0.04376)
C (-0.43069, -0.64693, 1.08141)
C (-0.45509, 0.29090, -1.67415)
C (0.95306, 0.23871, -1.21791)
C (0.20307, 0.66346, 1.03174)
H (-0.82165, -2.86414, 0.90966)
H (1.27942, -0.80705, -1.09070)
H (1.65105, 0.68460, -1.94018)
H (1.31284, 1.92948, -0.01880)
H (-1.08691, 1.10072, -1.37078)
H (-1.57600, 0.17399, 2.30717)
H (-0.76810, -0.32226, -2.49762)

## Properties
Largest force on an atom: 0.0108 Eh/bohr
Kohn-Sham gap (alpha / beta): 8.301 / 7.548 eV
Charge: 0
Total energy: -759.94017 a.u.
E_HOMO (alpha / beta): -8.524 / -7.430 eV

No. 2
# C35H50BrN6O2PPbS2

C35H50BrN6O2PPbS2 as an isolated structure (ωB97M-V/def2-TZVPD, the Open Molecules 2025 dataset).

Positions of all 98 atoms, in Å:
Pb (-0.65034, -0.18465, -1.15111)
Br (1.30664, 1.20810, 1.08917)
S (2.37486, -1.07804, -2.36721)
S (0.80720, 1.50874, -3.44322)
P (-2.73681, 2.25137, 0.33502)
O (-4.26729, -2.28678, 0.79491)
O (-2.15582, -1.72024, -0.55952)
N (-0.83742, -2.59729, 1.16555)
N (-1.81854, 1.42312, -0.57932)
N (0.00836, -1.55985, 1.11594)
N (-2.52888, 1.92824, 1.96663)
N (-2.54773, 3.91671, 0.30337)
N (-4.34054, 2.10514, -0.11530)
C (3.94302, 0.62368, 3.25014)
C (-2.17295, 0.58740, 2.42042)
C (5.89541, 2.38538, 4.22412)
C (-0.17383, 4.48733, -0.20162)
C (1.87278, -0.32800, 2.03757)
C (-3.05322, 4.64774, -0.87955)
C (-2.91174, 2.81676, 3.05762)
C (-7.05551, 1.92040, -1.07565)
C (-4.41530, -5.90146, 1.07024)
C (2.92803, 0.42315, -2.10680)
C (0.99927, -1.49392, 1.91570)
C (5.59777, 1.22298, 4.92065)
C (-2.61112, -3.94300, 0.26649)
C (-3.16462, -6.27700, 0.59736)
C (-1.59549, -2.88219, -0.09225)
C (-3.88149, -3.57826, 0.72945)
C (-1.28847, 4.43984, 0.84504)
C (-5.40786, 2.79666, 0.59614)
C (-4.80225, 0.86946, -0.74473)
C (2.94106, -0.36871, 2.83972)
C (2.73916, 2.96624, -2.18722)
C (2.19169, 1.62775, -2.59904)
C (5.22839, 2.66101, 3.03956)
C (4.26180, 1.79318, 2.55495)
C (-2.05734, 5.69156, -1.37370)
C (-5.90880, 1.16889, -1.74657)
C (-2.27744, -5.28866, 0.19543)
C (-3.64433, 0.84222, 4.42950)
C (-4.01783, 2.23671, 3.93558)
C (-0.68062, 5.06184, -1.54024)
C (-4.77712, -4.56549, 1.13043)
C (-3.28242, -0.05090, 3.24717)
C (4.16664, 0.66805, -1.29029)
C (-6.53366, 3.16578, -0.36341)
C (4.63971, 0.35119, 4.43244)
H (3.77578, 3.07824, -2.51299)
H (-2.42115, 6.08774, -2.32391)
H (4.94069, 1.11548, -1.92074)
H (0.02454, 5.79233, -1.94235)
H (-2.01033, 6.53928, -0.68387)
H (6.11435, 0.99238, 5.84369)
H (-5.00410, 3.68368, 1.08466)
H (-0.75395, 4.25642, -2.27418)
H (3.06342, -1.33005, 3.33379)
H (0.18889, 3.47208, -0.36811)
H (-5.18509, 0.17520, 0.02045)
H (-1.25876, 0.65014, 3.03161)
H (-2.95741, -1.03961, 3.58173)
H (-4.01155, 5.12417, -0.64557)
H (2.13983, 3.76661, -2.60998)
H (-5.49135, 1.77432, -2.55795)
H (4.54242, -0.26651, -0.88533)
H (3.97992, 1.36705, -0.47222)
H (-5.75537, -4.26046, 1.48141)
H (-6.26341, 0.23285, -2.18510)
H (-4.94374, 2.18007, 3.35735)
H (6.64717, 3.06864, 4.59806)
H (-4.15902, -0.20923, 2.61198)
H (-5.81844, 2.14606, 1.38383)
H (5.46241, 3.56009, 2.48310)
H (-0.51425, -3.41384, 1.67441)
H (-5.12444, -6.65754, 1.38575)
H (-7.33540, 3.66373, 0.18825)
H (-3.95451, 0.39017, -1.22876)
H (-3.20325, 3.78266, 2.64843)
H (-3.56859, -1.77252, 0.32317)
H (-3.23806, 3.93964, -1.69076)
H (-1.46995, 5.43964, 1.25095)
H (-7.82723, 2.18560, -1.80161)
H (-2.02498, 2.98855, 3.68796)
H (1.22353, -2.31592, 2.59919)
H (-0.98810, 3.81628, 1.68701)
H (-2.88901, -7.32168, 0.53440)
H (4.41712, -0.55892, 4.97758)
H (-2.78001, 0.91820, 5.10137)
H (-1.30005, -5.56253, -0.19135)
H (0.65817, 5.07768, 0.19634)
H (2.73439, 3.06011, -1.09633)
H (-6.14978, 3.87876, -1.10006)
H (-1.94177, -0.02877, 1.55698)
H (3.76008, 2.02718, 1.62952)
H (-7.52899, 1.26089, -0.33841)
H (-0.88412, -3.30998, -0.82249)
H (-4.45937, 0.40781, 5.01217)
H (-4.20229, 2.91473, 4.77390)

## Properties
Largest force on an atom: 0.0051 Eh/bohr
Kohn-Sham gap: 6.160 eV
Charge: 0
Total energy: -5747.29647 a.u.
E_HOMO: -7.804 eV